This record from the Open Molecules 2025 dataset describes a structure of composition C20H60O10S10Y at a distorted geometry. The level of theory is wB97M-V/def2-TZVPD.

CARTESIAN COORDINATES (ANGSTROEM)
Y 0.0771 -0.0329 -0.0215
C -1.9620 3.6802 -2.7395
S -0.8535 2.2009 -2.9126
O -0.6195 1.5202 -1.5616
C -1.9900 1.1529 -3.8633
H -1.3607 4.4698 -2.2891
H -2.8791 3.4981 -2.1792
H -2.3230 4.0680 -3.6921
H -2.2437 1.6978 -4.7726
H -2.9548 1.1651 -3.3563
H -1.5956 0.1944 -4.2006
C 0.1484 -3.3724 3.1800
S -0.9992 -3.1596 1.7556
O -0.3452 -2.1413 0.8167
C -0.9237 -4.8575 0.9986
H -0.2060 -4.1301 3.8788
H 0.3557 -2.4563 3.7332
H 1.1478 -3.7526 2.9685
H 0.1164 -5.0933 0.7734
H -1.5776 -5.0374 0.1452
H -1.2612 -5.6118 1.7094
C 4.0964 2.7831 -0.4660
S 2.8131 2.0049 -1.5663
O 1.7598 1.3704 -0.6805
C 2.2769 3.7281 -2.0877
H 4.2476 2.0819 0.3547
H 3.9306 3.7879 -0.0774
H 4.9821 2.8790 -1.0940
H 3.1499 4.2341 -2.4998
H 1.9079 4.3778 -1.2941
H 1.5886 3.6463 -2.9289
C 2.4208 -2.0465 -3.9875
S 1.0813 -0.8028 -3.7489
O 0.9764 -0.4380 -2.2804
C 1.9298 0.5690 -4.5727
H 2.6579 -2.2224 -5.0367
H 2.1774 -2.9518 -3.4314
H 3.2959 -1.5020 -3.6328
H 1.2954 1.4553 -4.5756
H 2.1353 0.2859 -5.6050
H 2.8723 0.7494 -4.0557
C 2.7444 -0.4548 3.9224
S 2.7918 0.4746 2.3959
O 1.5356 0.1979 1.5900
C 2.3523 2.0193 3.3031
H 1.8202 -0.3028 4.4801
H 3.6010 -0.2699 4.5707
H 2.6546 -1.5036 3.6396
H 1.4781 1.9305 3.9480
H 2.2105 2.7739 2.5293
H 3.1854 2.2644 3.9620
C -0.0809 4.5193 2.3577
S -0.4406 3.6950 0.7472
O -0.1692 2.1665 0.9506
C -2.2615 3.9492 0.7694
H 0.2260 3.7991 3.1161
H -0.9715 5.0327 2.7200
H 0.6767 5.2956 2.2501
H -2.7061 3.6785 1.7270
H -2.5157 3.2179 0.0021
H -2.4109 4.9649 0.4030
C 3.2037 -3.8159 0.7715
S 2.6817 -2.6797 -0.5957
O 1.8210 -1.5038 -0.0617
C 4.3598 -1.9424 -0.7588
H 2.3215 -4.3338 1.1478
H 3.6707 -3.2837 1.6003
H 3.8470 -4.6315 0.4415
H 4.3926 -1.2104 -1.5659
H 5.0104 -2.7299 -1.1392
H 4.6901 -1.5847 0.2164
C -0.7332 -3.8421 -2.2561
S -1.8569 -2.6146 -1.6480
O -1.1710 -1.2598 -1.6039
C -2.6473 -2.4466 -3.2434
H -1.2232 -4.8140 -2.1983
H 0.1405 -3.9886 -1.6211
H -0.3905 -3.6944 -3.2802
H -3.3122 -3.2668 -3.5140
H -1.8793 -2.3876 -4.0147
H -3.3292 -1.5980 -3.2975
C -1.8799 1.6034 4.0964
S -0.8608 0.0989 3.8763
O -0.7348 -0.0294 2.3224
C -2.1780 -1.0123 4.5848
H -2.8052 1.4731 3.5353
H -1.3789 2.5373 3.8417
H -2.2084 1.6806 5.1329
H -3.0852 -0.9214 3.9876
H -2.5379 -0.7395 5.5768
H -1.8621 -2.0553 4.5642
C -4.4170 -1.0030 1.0811
S -3.6793 0.5995 0.6094
O -2.1710 0.3902 0.2913
C -4.6457 0.7979 -0.9455
H -5.4827 -0.8884 1.2794
H -3.9374 -1.3777 1.9853
H -4.2908 -1.6199 0.1913
H -5.6414 1.1387 -0.6619
H -4.6430 -0.0533 -1.6263
H -4.2229 1.5684 -1.5903

Output
Total charge   +2
E_tot   -151563.72110 eV
⟨S²⟩   0.7513
Gap between HOMO and LUMO (alpha / beta)   1.91 / 8.51 eV
Highest occupied orbital energy (alpha / beta)   -5.72 / -12.34 eV
2S+1   2

Here are the Löwdin charges for atoms 1 to 6, given in e:
1 Y 1.382
2 C -0.204
3 S 0.920
4 O -0.639
5 C -0.219
6 H 0.049